Here is a molecular structure, C7H11ClN4O4W at a distorted geometry from the Open Molecules 2025 dataset. Energies are from the ωB97M-V functional and the def2-TZVPD basis.

Last column: natural (NBO) charge in e.
CARTESIAN COORDINATES (ANGSTROEM)
W -0.3436 -0.7494 0.2721  1.68
O -2.8795 4.0688 0.0204  -0.62
C -1.5709 4.2635 -0.0011  0.77
O -1.0463 5.3292 0.0922  -0.49
C -0.6585 3.0730 -0.1804  -0.18
C 0.7112 3.2577 -0.3063  0.12
N 1.2975 2.0632 -0.4314  -0.27
N 0.3995 1.0789 -0.3914  -0.38
C -0.8141 1.6988 -0.2465  0.04
C -2.0544 0.8526 -0.4006  0.69
O -3.1229 1.2130 -0.0376  -0.45
O -1.7737 -0.3864 -0.9534  -0.64
H -3.1308 3.1295 -0.0023  0.51
H 1.2667 4.1878 -0.3326  0.30
H 2.2818 1.8709 -0.5448  0.45
N 1.6881 -1.5288 0.8126  -0.83
C 1.6933 -3.0335 0.6529  -0.24
C 0.9308 -3.3685 -0.6024  -0.24
N -0.4537 -2.7868 -0.4679  -0.79
H 2.4404 -1.1484 0.2456  0.42
H 1.9391 -1.2980 1.7715  0.44
H 1.2094 -3.4531 1.5315  0.24
H 2.7103 -3.4118 0.6132  0.26
H 0.8774 -4.4399 -0.7654  0.27
H 1.3933 -2.9194 -1.4767  0.23
H -0.9978 -3.3523 0.1831  0.43
H -0.9580 -2.8348 -1.3503  0.44
Cl -1.0347 -1.3757 2.2959  -0.16

Computed properties:
E_LUMO (alpha / beta): -9.4 / -9.7 eV
relative energy (zero: lowest compared OMol25 entry of this formula, charge and spin): 111.9 kJ/mol
total charge: +2
molecular weight: 434.5 g/mol
⟨S²⟩: 2.015
spin multiplicity: 3

Here is a molecular structure, C15H45BeO15 at a distorted geometry from the Open Molecules 2025 dataset. Energies are from the ωB97M-V functional and the def2-TZVPD basis.

Last column: Mulliken charge in e.
CARTESIAN COORDINATES (ANGSTROEM)
Be -2.2618 -0.4567 3.2771  1.08
C -0.2433 0.3934 0.3945  0.67
O -1.4291 -0.1632 0.8519  -0.56
H -0.3502 1.1901 -0.3417  0.03
H 0.3392 0.8360 1.2025  0.27
H 0.4034 -0.3955 0.0105  -0.70
C -1.8841 2.7877 3.2648  -0.29
C -0.6869 2.3863 4.1756  -0.40
O -0.3566 1.0611 3.9603  -0.45
O -2.9723 1.8910 3.4657  -0.45
H -1.5073 2.8138 2.2424  0.11
H -2.1969 3.8099 3.4780  0.50
H -0.8265 2.5349 5.2464  0.40
H 0.1471 3.0505 3.9491  0.23
H 0.4065 0.7989 4.4803  0.27
H -3.7263 2.4380 3.6980  0.30
C 2.4331 3.7263 1.5226  0.13
C 2.4881 3.0197 0.0818  -0.21
O 3.5641 3.3603 -0.7204  -0.52
O 2.0787 5.0793 1.3804  -0.51
H 3.3668 3.5329 2.0508  0.34
H 1.7009 3.2582 2.1806  -0.23
H 1.5410 3.0607 -0.4562  0.36
H 2.6261 1.9481 0.2257  -0.09
H 4.3656 3.1123 -0.2538  0.36
H 2.5680 5.4539 0.6443  0.36
C -0.2018 -4.2361 0.3775  -0.08
C -1.0089 -4.3002 -0.9253  0.03
O -1.3462 -5.6192 -1.3868  -0.44
O -0.9279 -4.7662 1.4243  -0.55
H -0.0160 -3.2128 0.7038  -0.07
H 0.8042 -4.6050 0.1775  0.29
H -0.4506 -3.8992 -1.7712  0.32
H -1.9603 -3.7727 -0.8569  0.18
H -1.8252 -5.5439 -2.2154  0.41
H -0.5736 -5.5646 1.8225  0.34
C -3.5556 -0.5217 -1.8746  -0.11
C -4.3194 0.3062 -0.8074  -0.67
O -3.5896 1.4001 -0.3664  -0.56
O -2.6119 -1.4238 -1.2607  -0.43
H -2.9504 0.1203 -2.5146  0.09
H -4.2773 -1.0047 -2.5334  0.42
H -4.6571 -0.2498 0.0672  0.28
H -5.2592 0.6185 -1.2628  0.42
H -2.7436 1.1226 -0.0073  0.34
H -2.2676 -0.9935 -0.4747  0.21
C 3.4397 -3.4651 2.7004  -0.45
C 3.3095 -2.3999 1.5728  -0.05
O 3.8688 -2.8510 0.3668  -0.65
O 4.7392 -3.5443 3.2305  -0.50
H 3.0943 -4.4632 2.4309  0.33
H 2.7838 -3.0276 3.4531  0.31
H 3.9213 -1.5225 1.7822  0.41
H 2.3179 -1.9939 1.3732  -0.13
H 3.3092 -3.5072 -0.0550  0.33
H 4.7566 -4.3444 3.7608  0.34
C 1.7088 -1.3606 -2.7710  -0.29
C 2.8949 -0.5512 -2.2394  0.00
O 4.0569 -1.2184 -1.9481  -0.33
O 1.2177 -2.1001 -1.7110  -0.23
H 2.0271 -2.0701 -3.5348  0.28
H 0.8875 -0.7275 -3.1068  0.37
H 2.6460 0.1123 -1.4112  -0.09
H 3.1896 0.2056 -2.9664  0.42
H 3.7681 -1.8711 -1.3061  0.40
H 0.6937 -1.4718 -1.2088  0.06
C -1.6014 2.9055 -3.1936  0.17
C -2.6446 2.7276 -4.2914  -0.66
O -3.8201 2.0088 -3.9734  -0.50
O -2.1140 3.3974 -1.9433  -0.57
H -0.7079 3.3949 -3.5813  0.50
H -1.1980 1.9545 -2.8458  -0.27
H -2.2018 2.3924 -5.2294  0.36
H -3.0054 3.7350 -4.4992  0.34
H -4.4555 2.5594 -3.5100  0.31
H -2.7313 2.7144 -1.6711  0.37

Computed properties:
E_LUMO (alpha / beta): -9.0 / -11.5 eV
total charge: +2
molecular weight: 474.5 g/mol
⟨S²⟩: 1.490
spin multiplicity: 2

Here is C4H10O2S in the gas phase at a distorted geometry from the Open Molecules 2025 dataset. Energies are from the ωB97M-V functional and the def2-TZVPD basis.

Last column: natural (NBO) charge in e.
CARTESIAN COORDINATES (ANGSTROEM)
C 1.2808 -0.9367 -1.1210  -0.65
C -1.1704 1.2699 1.1845  -0.64
C 0.7033 -0.0656 0.0112  0.06
C -0.8581 0.3833 -0.0768  0.02
O 0.9216 -0.6720 1.2860  -0.71
O -1.1521 1.1355 -1.1686  -0.71
S -1.8442 -1.1596 0.0384  0.31
H 2.2313 -1.2179 -0.9040  0.21
H 0.6264 -1.7255 -1.4488  0.21
H 1.3348 -0.4229 -1.9926  0.21
H -2.3080 1.2670 1.3658  0.22
H -0.4970 1.0734 1.8966  0.23
H -0.8120 2.2276 0.9369  0.23
H 1.3473 0.7801 -0.1496  0.16
H 1.7725 -1.1510 1.0649  0.47
H -0.6406 0.9466 -1.9131  0.47
H -0.9357 -1.7321 0.9902  -0.10

Computed properties:
E_LUMO (alpha / beta): 0.6 / -2.5 eV
relative energy (zero: lowest compared OMol25 entry of this formula, charge and spin): 234.6 kJ/mol
molecular weight: 122.2 g/mol
⟨S²⟩: 2.004
spin multiplicity: 3

Here is 2 unconnected molecules or ions with the total composition C14H23N2O5P from the Open Molecules 2025 dataset. Energies are from the ωB97M-V functional and the def2-TZVPD basis.

Last column: natural (NBO) charge in e.
CARTESIAN COORDINATES (ANGSTROEM)
O -1.9141 -2.1077 -6.0094  -0.38
N -2.3255 -2.3677 -4.8962  0.52
O -3.4978 -2.4997 -4.6046  -0.38
C -1.3294 -2.5366 -3.8199  0.08
C 0.0091 -2.3659 -4.1204  -0.21
C 0.9374 -2.5202 -3.1018  -0.22
C 0.5208 -2.8398 -1.8159  -0.18
C -0.8313 -3.0067 -1.5430  -0.20
C -1.7724 -2.8559 -2.5487  -0.22
H 0.3080 -2.1184 -5.1280  0.25
H 1.9902 -2.3878 -3.3131  0.22
H 1.2495 -2.9413 -1.0229  0.24
H -1.1550 -3.2512 -0.5400  0.22
H -2.8285 -2.9803 -2.3617  0.25
C 2.4636 4.1784 2.2883  -0.62
C 2.1897 2.6756 2.3511  -0.22
N 0.8916 2.3296 1.7583  -0.95
P 0.8368 2.0633 0.0756  1.00
C -0.9695 1.8058 -0.1434  -0.73
C -1.7489 0.8622 0.7897  -0.43
C -2.9837 1.5400 1.3546  -0.05
O -3.6999 0.7205 2.2707  -0.72
C 1.4883 0.3538 -0.1514  -0.42
O 0.8272 -0.6975 0.5901  -0.57
C 1.6455 -1.4149 1.4168  0.82
C 1.3709 -1.2330 2.8810  -0.73
O 2.5060 -2.1210 0.9830  -0.56
H 2.0825 4.6862 3.1752  0.21
H 1.9668 4.6074 1.4172  0.22
H 3.5314 4.3884 2.2106  0.21
H 3.0127 2.1320 1.8667  0.17
H 2.1751 2.3393 3.3896  0.20
H 0.3705 1.6733 2.3223  0.38
H -1.1106 1.5129 -1.1877  0.24
H -1.3772 2.8195 -0.0590  0.24
H -1.1339 0.5056 1.6218  0.19
H -2.0486 -0.0276 0.2291  0.21
H -3.6576 1.8144 0.5357  0.17
H -2.6958 2.4647 1.8670  0.16
H -3.2367 -0.1167 2.3682  0.46
H 2.5556 0.3419 0.0910  0.21
H 1.4073 0.1198 -1.2200  0.21
H 1.5617 -2.1675 3.4048  0.24
H 0.3518 -0.8960 3.0654  0.23
H 2.0666 -0.4809 3.2631  0.25

Computed properties:
E_LUMO: -0.4 eV
relative energy (zero: lowest compared OMol25 entry of this formula, charge and spin): 0.0 kJ/mol
molecular weight: 330.3 g/mol
spin multiplicity: 1
structure (SMILES): O=[N+]([O-])c1ccccc1.CCNP(CCCO)COC(C)=O